# 1
Molecular formula: C33H54AlN3O5SSiTe
Method: DFT, ωB97M-V/def2-TZVPD

Properties
Total energy in eV: -82406.83739
HOMO level in Eh: -0.5193
Max |F| in eV/A: 0.14
HOMO-LUMO gap in eV: 9.2
Charge: +2

```
99
Properties=species:S:1:pos:R:3:lowdin_charge:R:1
Al -0.0259 -0.5106 -0.2205 -0.329
S -0.5395 0.5373 -2.2014 0.872
C 1.0215 0.9894 -2.8407 -0.677
N 1.1397 1.0018 -4.1611 0.041
C 2.3532 1.4233 -4.8703 -0.131
C 3.5548 1.1900 -3.9717 -0.143
C 3.3078 1.8396 -2.6235 -0.135
N 2.0283 1.3715 -2.0806 0.079
H 0.3389 0.6983 -4.6916 0.137
H 2.2672 2.4760 -5.1454 0.135
H 2.4205 0.8394 -5.7857 0.133
H 4.4470 1.6134 -4.4292 0.133
H 3.7204 0.1182 -3.8432 0.120
H 3.2761 2.9273 -2.7211 0.134
H 4.0746 1.5850 -1.8965 0.101
H 1.9165 1.3756 -1.0732 0.097
C -0.7634 2.1172 2.2144 0.028
C -1.7686 1.3295 1.4599 -0.360
C -3.2140 1.5248 1.7421 0.040
O -1.4417 0.5054 0.5934 -0.078
H -1.0270 2.1411 3.2730 0.117
H -0.8305 3.1510 1.8590 0.122
H 0.2428 1.7369 2.0632 0.065
H -3.4362 2.5691 1.9574 0.110
H -3.4467 0.9591 2.6517 0.122
H -3.8271 1.1416 0.9298 0.096
Te -1.5219 -2.5124 1.0094 1.627
C -1.2189 -4.2805 -0.0937 -0.504
C -1.7274 -4.4303 -1.3787 -0.118
C -1.5326 -5.6296 -2.0496 -0.063
C -0.8262 -6.6638 -1.4442 -0.069
C -0.3118 -6.5017 -0.1660 -0.070
C -0.5114 -5.3078 0.5188 -0.140
C -3.4619 -2.0249 0.3684 -0.504
C -4.5211 -2.3369 1.2132 -0.128
C -5.8164 -2.0129 0.8301 -0.055
C -6.0464 -1.3854 -0.3851 -0.050
C -4.9842 -1.0764 -1.2261 -0.058
C -3.6873 -1.3916 -0.8504 -0.152
H -2.2955 -3.6367 -1.8480 0.100
H -1.9454 -5.7623 -3.0411 0.117
H -0.6904 -7.6017 -1.9662 0.118
H 0.2244 -7.3105 0.3124 0.118
H -0.1367 -5.1984 1.5295 0.099
H -4.3474 -2.8324 2.1600 0.101
H -6.6440 -2.2568 1.4823 0.118
H -7.0569 -1.1378 -0.6811 0.118
H -5.1658 -0.5903 -2.1755 0.117
H -2.8645 -1.1408 -1.5104 0.068
C 2.0994 -4.2012 -1.9305 0.021
C 1.4583 -2.9881 -1.4699 -0.089
N 0.9309 -2.0352 -1.1201 0.201
H 2.5322 -4.0341 -2.9160 0.112
H 1.3489 -4.9914 -1.9849 0.083
H 2.8831 -4.4803 -1.2280 0.095
C 3.1717 -1.3067 4.8510 -0.008
C 2.2861 -1.1703 3.6234 -0.614
C 2.1595 -2.5079 2.9001 -0.021
C 0.9097 -0.6412 4.0075 -0.017
O 2.9198 -0.1898 2.7792 -0.091
Si 2.8561 0.0439 1.1788 0.049
O 1.3030 0.0332 0.6767 -0.163
O 3.4780 1.4861 0.7734 -0.097
C 3.7143 2.7913 1.3525 -0.613
C 2.7618 3.7555 0.6582 -0.010
C 5.1605 3.1463 1.0466 -0.015
C 3.4695 2.7819 2.8524 -0.018
O 3.6184 -1.1047 0.3040 -0.094
C 5.0386 -1.3866 0.2384 -0.614
C 5.6664 -0.4716 -0.8031 -0.015
C 5.1546 -2.8387 -0.1972 -0.023
C 5.7012 -1.1811 1.5942 -0.011
H 2.7369 -2.0070 5.5650 0.098
H 3.2867 -0.3390 5.3390 0.096
H 4.1602 -1.6688 4.5681 0.087
H 1.6826 -3.2395 3.5540 0.101
H 3.1394 -2.8896 2.6130 0.084
H 1.5558 -2.4066 1.9919 0.047
H 0.4064 -1.3327 4.6843 0.100
H 0.2934 -0.5163 3.1131 0.048
H 1.0052 0.3240 4.5071 0.097
H 2.9206 3.7392 -0.4214 0.073
H 2.9229 4.7755 1.0070 0.102
H 1.7243 3.4818 0.8632 0.076
H 5.3396 3.1391 -0.0302 0.085
H 5.8373 2.4324 1.5179 0.090
H 5.3972 4.1411 1.4242 0.099
H 2.4339 2.5238 3.0829 0.079
H 3.6755 3.7730 3.2574 0.102
H 4.1166 2.0616 3.3508 0.092
H 5.1471 -0.5840 -1.7579 0.079
H 6.7157 -0.7271 -0.9524 0.102
H 5.6086 0.5688 -0.4807 0.070
H 4.7188 -2.9641 -1.1905 0.073
H 4.6380 -3.4901 0.5105 0.086
H 6.1994 -3.1448 -0.2471 0.100
H 5.5952 -0.1486 1.9329 0.082
H 6.7663 -1.4028 1.5234 0.104
H 5.2644 -1.8359 2.3481 0.080
```

# 2
Molecular formula: C33H54AsIrN6O4S
Method: DFT, ωB97M-V/def2-TZVPD

Properties
Total energy in eV: -126736.29280
HOMO level (spin up / spin down) in Eh: -0.3463 / -0.3438
Max |F| in eV/A: 1.57
Spin multiplicity: 2
HOMO-LUMO gap (spin up / spin down) in eV: 6.9 / 6.8
Charge: +1
Energy above the lowest of the compared OMol25 structures with the same formula, charge and spin in kJ/mol: 251.9

```
100
Properties=species:S:1:pos:R:3:lowdin_charge:R:1
Ir -0.7021 0.1712 1.4723 0.969
N -0.8195 2.5622 1.3969 -0.069
C -2.2143 2.9651 1.6609 -0.245
C -3.1195 2.5686 0.5192 -0.099
C -3.2633 1.0584 0.3343 -0.642
O -3.9283 0.6595 -0.6165 0.021
O -2.7345 0.2834 1.2134 -0.209
H -0.2202 2.9456 2.1215 0.073
H -0.5032 2.9470 0.5105 0.066
H -2.2819 4.0423 1.8418 0.121
H -2.5342 2.4427 2.5625 0.091
H -2.7809 2.9843 -0.4331 0.108
H -4.1219 2.9620 0.6960 0.134
C 0.8407 -2.2359 -1.3183 -0.035
C -0.5827 -1.8598 -0.8896 -0.662
C -0.9916 -2.6327 0.3644 -0.060
C -1.5344 -2.2816 -2.0013 -0.046
N -0.6281 -0.4124 -0.5465 -0.512
H 0.9303 -3.3110 -1.4811 0.092
H 1.5588 -1.9389 -0.5595 0.050
H 1.0987 -1.7294 -2.2514 0.081
H -0.7500 -3.6908 0.2491 0.095
H -2.0619 -2.5289 0.5398 0.092
H -0.4633 -2.2676 1.2507 0.027
H -1.5498 -3.3704 -2.0651 0.099
H -1.2038 -1.9059 -2.9687 0.056
H -2.5465 -1.9415 -1.7989 0.090
C -1.9235 0.9076 4.9947 -0.272
As -0.4509 0.2927 3.8887 1.060
C 0.9264 1.5092 4.5126 -0.263
C -0.0715 -1.4355 4.7440 -0.279
C 1.1328 -1.4621 5.6407 -0.308
C 0.9959 -1.7436 6.9943 -0.042
C 2.1118 -1.8522 7.8138 -0.072
C 3.3808 -1.6812 7.2868 -0.082
C 3.5276 -1.3789 5.9389 -0.074
C 2.4132 -1.2629 5.1267 -0.080
H -1.6372 0.8748 6.0471 0.039
H -2.7899 0.2679 4.8312 0.039
H -2.1876 1.9305 4.7303 0.019
H 1.2011 1.2830 5.5420 0.040
H 0.5241 2.5225 4.4637 0.029
H 1.8090 1.4408 3.8789 0.021
H 0.0370 -2.1647 3.9396 0.064
H -0.9722 -1.6895 5.3050 0.078
H 0.0073 -1.8879 7.4123 0.113
H 1.9859 -2.0796 8.8632 0.107
H 4.2516 -1.7875 7.9180 0.105
H 4.5160 -1.2324 5.5241 0.104
H 2.5246 -1.0129 4.0768 0.090
C -0.4766 3.9137 -3.2617 -0.105
C -0.0090 3.2470 -4.5502 -0.227
C 0.2164 1.7461 -4.4092 -0.197
N -1.0530 1.0320 -4.2338 0.052
C -1.6298 0.6714 -3.0801 -0.510
S -0.7086 0.8731 -1.5886 0.984
N -2.9378 0.3500 -3.0333 0.140
C -3.8821 -0.0434 -4.0216 -0.359
O -5.0250 -0.1660 -3.6643 0.154
C -3.4803 -0.2623 -5.4442 -0.168
C -2.3945 -1.0507 -5.8158 -0.045
C -2.1311 -1.2754 -7.1570 -0.063
C -2.9492 -0.7161 -8.1294 -0.065
C -4.0443 0.0521 -7.7607 -0.058
C -4.3195 0.2673 -6.4203 -0.011
H -0.5734 4.9895 -3.4003 0.080
H 0.2367 3.7384 -2.4536 0.062
H -1.4507 3.5385 -2.9420 0.062
H 0.9299 3.6924 -4.8850 0.115
H -0.7398 3.4234 -5.3451 0.114
H 0.8566 1.5211 -3.5589 0.083
H 0.6892 1.3497 -5.3092 0.124
H -1.7221 1.2373 -4.9681 0.140
H -3.3601 0.3951 -2.0873 0.078
H -1.7716 -1.5160 -5.0639 0.102
H -1.2925 -1.8953 -7.4425 0.109
H -2.7452 -0.8986 -9.1752 0.110
H -4.6938 0.4717 -8.5157 0.111
H -5.1874 0.8350 -6.1150 0.125
C 2.6286 -2.9052 1.9330 -0.017
N 3.1894 -1.7148 1.3142 -0.079
C 4.5839 -1.7800 0.9034 -0.139
C 4.7689 -1.0047 -0.3831 -0.141
C 4.2914 0.4112 -0.1434 -0.142
N 2.9521 0.4258 0.4383 -0.053
C 2.2550 1.6900 0.3454 -0.043
C 2.4495 -0.5887 1.1762 -0.468
O 1.3228 -0.5450 1.7307 -0.209
H 2.7333 -3.7486 1.2479 0.101
H 1.5767 -2.7466 2.1400 0.068
H 3.1433 -3.1396 2.8667 0.095
H 4.8446 -2.8304 0.7774 0.129
H 5.2311 -1.3719 1.6881 0.134
H 4.1915 -1.4703 -1.1841 0.122
H 5.8194 -0.9941 -0.6717 0.125
H 4.2466 0.9711 -1.0791 0.125
H 4.9901 0.9318 0.5219 0.135
H 2.6575 2.4208 1.0544 0.104
H 1.1961 1.5436 0.5447 0.009
H 2.3719 2.0810 -0.6656 0.090
```